Density functional theory data (the ωB97M-V functional and the def2-TZVPD basis) for a 2-piece molecular cluster, C2H4N overall in a non-equilibrium geometry.

Atoms and positions in Å:
C: -1.641 -0.659 1.299
C: -0.885 -0.407 0.399
N: 1.111 0.340 -1.017
H: -2.201 -0.460 2.146
H: 1.292 0.897 -0.175
H: 1.027 0.913 -1.829
H: 1.296 -0.624 -0.822

As for the orbital gap (spin up / spin down): 13.310 / 7.786 eV. Its spin multiplicity is 3. The LUMO energy (spin up / spin down) comes out at -3.75 / -9.02 eV. The energy above the lowest of the compared OMol25 structures with the same formula, charge and spin comes out at 23.51 kcal per mole. The net charge is +1. Its expectation value of S² is 2.011.